# C28H70AsF6O16V

A molecular structure, C28H70AsF6O16V in a non-equilibrium geometry (ωB97M-V with the def2-TZVPD basis set, OMol25).

Values from the calculation:
molar mass = 902.71 g/mol
HOMO = -8.83 eV

Last column: Mulliken charge in e.
Cartesian coordinates (Å):
O: -4.40830 -0.40460 -0.47161  -0.552
V: -3.42143 0.68782 -1.16045  1.033
O: -3.20862 1.87288 -0.08986  -0.478
As: -0.27617 -0.86829 0.39484  1.988
F: -1.65133 -0.13192 -0.54148  -0.018
F: -0.34882 -2.21062 -0.75852  -0.536
F: 1.03483 -1.54617 1.43470  -0.587
F: -0.37208 0.66850 1.45142  -0.430
F: -1.54864 -1.64148 1.39712  -0.451
F: 0.87556 -0.11478 -0.74190  -0.357
C: -0.10229 3.63369 2.12817  -0.539
O: 1.01645 4.37670 1.56347  -0.428
C: 2.05441 3.60924 0.92180  0.599
C: 3.16200 4.49486 0.31391  -0.931
O: 3.82796 5.47933 1.05698  -0.436
C: 2.98556 6.51008 1.52506  -0.635
H: 0.21582 2.68906 2.56929  0.259
H: -0.79188 3.30262 1.35167  0.100
H: -0.60040 4.22608 2.89568  0.322
H: 1.59766 3.01947 0.12704  -0.059
H: 2.49526 2.91630 1.63845  0.052
H: 2.86896 5.04337 -0.58128  0.499
H: 3.87423 3.85115 -0.20231  0.350
H: 3.54505 7.39410 1.83097  0.264
H: 2.44686 6.24405 2.43452  0.212
H: 2.30088 6.77816 0.72041  0.299
C: 4.23249 -0.17056 4.07037  -0.634
O: 3.39175 -0.98131 4.79664  -0.319
C: 2.09103 -0.57697 4.96568  -0.081
C: 1.31050 -1.81094 5.37107  -0.013
O: 1.62651 -2.22458 6.77985  -0.405
C: 1.14544 -3.49855 7.25873  -0.554
H: 4.82590 -0.79219 3.39989  0.266
H: 4.96514 0.23685 4.76704  0.324
H: 3.84359 0.71389 3.56580  0.126
H: 1.64282 -0.25837 4.02456  -0.079
H: 1.83285 0.26804 5.60395  0.333
H: 1.54840 -2.60164 4.65953  0.188
H: 0.28652 -1.44666 5.28811  0.199
H: 0.36798 -3.32745 8.00331  0.228
H: 2.00754 -3.97864 7.72176  0.259
H: 0.77544 -4.16715 6.48144  0.164
C: 3.79486 2.80416 -5.70205  -0.968
O: 3.33148 1.83338 -4.74120  -0.218
C: 3.29499 2.19180 -3.41212  -0.820
C: 2.95223 0.92082 -2.70193  1.323
O: 4.16739 0.17556 -2.61241  -0.519
C: 4.03534 -1.04362 -1.95233  -0.565
H: 3.52221 3.83309 -5.46741  0.345
H: 3.69000 2.63796 -6.77419  0.265
H: 4.85236 2.65249 -5.48576  0.359
H: 2.52435 2.93138 -3.19474  0.299
H: 4.27396 2.56822 -3.11543  0.432
H: 2.14917 0.47120 -3.28589  -0.454
H: 2.57568 1.21360 -1.72183  -0.088
H: 3.58284 -1.87937 -2.48605  0.161
H: 3.42928 -0.84033 -1.06946  0.197
H: 5.03578 -1.38508 -1.68659  0.306
C: -1.84561 1.00623 -8.12692  -0.782
O: -0.97930 0.17018 -7.37771  -0.348
C: 0.13080 0.69379 -6.70714  -0.227
C: 0.80627 -0.50036 -5.94789  -0.707
O: -0.02501 -1.06428 -5.01170  -0.041
C: 0.49429 -2.23596 -4.47138  -0.704
H: -1.29555 1.47005 -8.94570  0.320
H: -2.31921 1.65231 -7.38774  0.302
H: -2.59913 0.34082 -8.54828  0.234
H: -0.21996 1.40501 -5.95932  -0.119
H: 0.87773 1.14075 -7.36320  0.566
H: 1.68740 -0.11943 -5.43155  0.352
H: 1.13185 -1.27698 -6.63997  0.516
H: 1.55058 -2.27677 -4.20551  0.278
H: 0.48284 -3.03330 -5.21451  0.340
H: -0.03180 -2.64230 -3.60754  0.098
C: -1.92995 -4.92939 0.34864  -0.350
O: -1.31084 -6.06138 0.99959  -0.412
C: 0.03475 -5.87084 1.42531  -0.940
C: 0.41867 -4.72251 2.31265  0.439
O: -0.05198 -4.80236 3.70754  -0.418
C: -1.25668 -4.13397 3.88696  -0.525
H: -1.28556 -4.35862 -0.32001  0.102
H: -2.19944 -4.10072 1.00345  0.133
H: -2.80141 -5.30538 -0.18735  0.359
H: 0.58846 -5.78096 0.49073  0.410
H: 0.34698 -6.83365 1.82980  0.347
H: 0.14703 -3.82876 1.75093  -0.285
H: 1.50769 -4.76507 2.29514  0.469
H: -1.36376 -3.91312 4.94896  0.361
H: -2.03260 -4.85135 3.61975  0.449
H: -1.44786 -3.26342 3.25951  -0.098
C: -3.09693 -2.03140 -3.19252  -0.638
O: -3.04592 -0.63226 -2.93225  0.022
C: -2.66812 0.22625 -4.03100  -0.989
C: -1.58086 1.18128 -3.70825  0.195
O: -2.07990 1.92793 -2.51517  -0.383
C: -1.20335 3.07294 -2.17309  -0.875
H: -2.88032 -2.64510 -2.31813  0.026
H: -2.47629 -2.32802 -4.03805  0.300
H: -4.15180 -2.23880 -3.37226  0.312
H: -3.50178 0.88559 -4.27268  0.430
H: -2.58560 -0.33365 -4.96257  0.627
H: -1.45961 1.97992 -4.44007  0.467
H: -0.62292 0.68889 -3.54099  -0.097
H: -0.13991 2.83546 -2.14502  0.232
H: -1.55809 3.57247 -1.27157  0.319
H: -1.29887 3.90855 -2.86643  0.392
C: -4.12883 -1.75205 3.78084  -0.655
O: -4.40135 -0.30147 3.70237  -0.477
C: -3.23233 0.53441 3.41819  0.713
C: -3.37522 1.96809 3.80732  -0.377
O: -3.29179 2.14308 5.17915  -0.436
C: -4.41976 1.78758 5.92106  -0.596
H: -3.74683 -2.36717 2.96611  0.156
H: -5.11183 -2.18706 3.96130  0.389
H: -3.38296 -1.93915 4.55335  0.289
H: -2.90962 0.38586 2.38772  -0.200
H: -2.45447 0.05161 4.00976  -0.034
H: -4.28993 2.41040 3.41266  0.443
H: -2.58769 2.53530 3.31116  -0.018
H: -4.29245 2.01102 6.98029  0.248
H: -4.59468 0.73114 5.71751  0.220
H: -5.31700 2.36147 5.68930  0.277

***

# C28H70N3O20

10 unconnected molecules or ions with the total composition C28H70N3O20 in a non-equilibrium geometry (ωB97M-V with the def2-TZVPD basis set, OMol25).

Values from the calculation:
molar mass = 768.87 g/mol
HOMO = -6.50 eV
net charge = -1

Last column: Mulliken charge in e.
Cartesian coordinates (Å):
N: 5.92990 17.49146 -1.03375  0.319
O: 6.34971 16.31832 -0.92898  -0.343
O: 5.17744 17.97474 -0.16314  -0.397
O: 6.35617 18.20731 -1.93208  -0.507
C: 2.58054 19.14079 6.25328  -0.823
C: 1.45572 19.72843 5.37265  -0.368
O: 1.68966 19.50629 3.99207  -0.371
C: 1.62821 18.28041 3.44622  0.767
O: 1.22714 17.30556 4.04522  -0.619
O: 2.06544 18.25314 2.20057  -0.258
C: 2.58438 19.39479 1.52462  -0.083
H: 2.33371 19.19144 7.31513  0.437
H: 3.56354 19.58066 6.08941  0.123
H: 2.70018 18.06801 6.09214  0.243
H: 1.40316 20.80472 5.53611  0.307
H: 0.45605 19.38473 5.64227  0.340
H: 3.08827 19.04148 0.63044  -0.171
H: 3.25721 19.98142 2.14770  0.195
H: 1.83291 20.11040 1.18485  0.401
C: 3.78919 16.76670 -3.35427  -1.062
C: 2.56528 16.47461 -4.19334  -0.418
O: 2.90414 16.59944 -5.56557  -0.199
C: 1.93329 16.46873 -6.47312  0.735
O: 0.77982 16.18813 -6.23037  -0.582
O: 2.43010 16.86286 -7.64662  -0.327
C: 1.63627 16.66011 -8.81470  -0.678
H: 4.61056 16.08003 -3.57866  0.209
H: 3.59929 16.65804 -2.28796  0.434
H: 4.24836 17.70698 -3.66154  0.421
H: 1.73569 17.13090 -3.92194  0.385
H: 2.17414 15.47398 -3.99547  0.217
H: 0.80169 17.36511 -8.78959  0.287
H: 1.07633 15.72304 -8.83479  0.304
H: 2.19589 16.76517 -9.73880  0.247
C: 5.20494 12.91765 -2.16602  -0.890
C: 4.21087 12.90656 -3.32587  -0.005
O: 3.66242 11.60606 -3.55288  -0.269
C: 2.61056 11.47708 -4.35342  0.729
O: 2.09257 12.38868 -4.94739  -0.550
O: 2.28675 10.18542 -4.42490  -0.341
C: 1.37271 9.81524 -5.45372  -0.665
H: 5.86225 12.07441 -2.38119  0.344
H: 4.71675 12.80013 -1.19713  0.274
H: 5.76566 13.84013 -2.02492  0.058
H: 4.78796 13.18864 -4.20813  0.284
H: 3.43918 13.65682 -3.15711  0.119
H: 0.36936 10.06550 -5.10902  0.295
H: 1.38628 8.72807 -5.53231  0.243
H: 1.57698 10.18046 -6.45839  0.303
C: 4.81991 12.56379 4.08788  -0.835
O: 4.39457 13.83680 3.67804  -0.323
C: 5.01815 14.87295 4.44965  -0.461
C: 4.72160 16.24992 3.80968  0.390
N: 5.57957 17.32174 4.33452  -0.367
C: 5.26606 18.54584 3.62583  2.004
C: 6.15577 19.67399 4.19638  -1.641
O: 7.42166 19.58399 3.56884  -0.077
C: 8.35463 20.51013 4.08335  -1.267
H: 5.89283 12.38025 3.98821  0.281
H: 4.23474 11.81499 3.55492  0.268
H: 4.57913 12.39628 5.14471  0.349
H: 6.09093 14.67416 4.53526  0.044
H: 4.63036 14.81582 5.47144  0.461
H: 3.66414 16.46602 3.95047  -0.005
H: 5.01729 16.16834 2.75894  -0.229
H: 6.54592 17.13332 4.08859  0.333
H: 4.25448 18.93566 3.75721  -0.675
H: 5.43378 18.50034 2.54380  -0.718
H: 6.23706 19.63594 5.28510  0.627
H: 5.73527 20.64564 3.90989  0.402
H: 8.48898 20.36906 5.15947  0.317
H: 8.02589 21.51450 3.80247  0.388
H: 9.35652 20.35264 3.68406  0.355
C: 9.57036 23.16670 -0.33960  -0.803
O: 9.32165 21.78991 -0.58998  -0.269
C: 9.33784 21.05983 0.62552  -0.919
C: 8.90661 19.60013 0.34884  0.632
N: 9.27639 18.78129 1.52901  -0.375
C: 8.91823 17.37970 1.18040  0.082
C: 9.23126 16.40337 2.32291  -1.432
O: 8.64366 16.80078 3.54390  -0.012
C: 9.14458 16.01891 4.61352  -0.934
H: 9.42114 23.76636 -1.23864  0.268
H: 10.64353 23.24822 -0.14175  0.337
H: 8.95902 23.62292 0.44075  0.275
H: 8.75401 21.51854 1.42724  0.195
H: 10.36506 20.97557 0.99883  0.537
H: 9.26972 19.25740 -0.61775  0.431
H: 7.81284 19.59057 0.37332  -0.485
H: 8.53290 18.87447 2.22563  0.261
H: 9.50116 17.11012 0.29895  0.804
H: 7.84856 17.27314 0.96358  -0.359
H: 10.31897 16.28879 2.35225  0.522
H: 8.88173 15.40685 2.03324  0.630
H: 8.33034 15.44868 5.06820  0.217
H: 9.63148 16.47672 5.48116  0.270
H: 9.93215 15.30415 4.36143  0.384
C: 9.64354 16.49632 -3.16837  -0.558
O: 9.32971 16.05631 -1.85545  -0.475
H: 9.59656 17.57807 -3.30314  0.118
H: 10.56218 16.08699 -3.58681  0.308
H: 8.83765 16.12805 -3.81071  0.275
H: 8.37119 16.06674 -1.74441  0.212
C: 8.10958 19.98525 -3.93342  -0.556
O: 7.56058 18.74197 -4.28827  -0.598
H: 7.53165 20.79946 -4.37631  0.285
H: 8.23602 19.99842 -2.84960  0.126
H: 9.10441 20.04775 -4.38164  0.286
H: 6.94146 18.37657 -3.64652  0.572
C: 5.79545 21.45081 0.65836  -0.098
O: 4.70184 20.90162 0.01278  -0.577
H: 6.25707 20.79421 1.40470  -0.272
H: 6.61339 21.58904 -0.05989  0.310
H: 5.56476 22.42823 1.08298  0.415
H: 4.93021 20.00041 -0.24202  0.155
C: 6.58110 13.75663 1.25585  -0.130
O: 7.37226 14.04502 0.13644  -0.599
H: 6.59745 14.60942 1.93905  -0.198
H: 5.58408 13.38006 1.01246  0.229
H: 6.98130 12.92446 1.84309  0.332
H: 6.99851 14.86179 -0.22403  0.463